(1)
The following is a quantum chemistry calculation of a molecular structure, C7H28AlN14O7, from OMol25.

XYZ file:
```
57
Properties=species:S:1:pos:R:3:nbo_charge:R:1
Al -0.004 -0.289 -0.808 1.454
C -3.050 -1.175 1.495 0.744
O -2.147 -0.423 1.230 -0.707
N -3.971 -1.465 0.700 -0.785
N -3.190 -1.824 2.565 -0.794
H -3.949 -1.015 -0.204 0.405
H -4.809 -1.949 0.989 0.399
H -3.917 -2.515 2.682 0.395
H -2.387 -1.907 3.171 0.401
C -3.065 2.381 -0.609 0.772
O -2.040 1.884 -1.129 -0.741
N -4.287 2.039 -0.888 -0.814
N -2.956 3.233 0.352 -0.812
H -5.055 2.432 -0.363 0.402
H -4.404 1.505 -1.738 0.417
H -3.806 3.375 0.878 0.394
H -2.020 3.583 0.501 0.418
C 0.392 -1.972 2.767 0.783
O 0.895 -1.473 1.750 -0.734
N 0.551 -3.244 3.048 -0.799
N -0.347 -1.283 3.586 -0.816
H -0.103 -3.703 3.665 0.396
H 0.883 -3.764 2.248 0.418
H -0.663 -1.611 4.487 0.403
H -0.408 -0.289 3.419 0.432
C 3.554 0.345 0.691 0.759
O 2.589 0.786 0.135 -0.650
N 4.764 0.885 0.586 -0.818
N 3.516 -0.691 1.380 -0.801
H 4.870 1.775 0.121 0.415
H 5.567 0.500 1.062 0.397
H 4.349 -1.031 1.838 0.385
H 2.635 -1.158 1.541 0.446
C -0.067 3.111 1.425 0.752
O -0.090 1.924 1.121 -0.674
N 0.180 3.520 2.606 -0.781
N -0.083 4.127 0.584 -0.833
H -0.105 2.777 3.229 0.400
H -0.027 4.469 2.883 0.397
H -0.197 4.041 -0.415 0.420
H -0.033 5.091 0.879 0.402
C 2.470 -3.472 -1.188 0.769
O 1.729 -2.667 -0.620 -0.718
N 2.155 -4.145 -2.260 -0.806
N 3.753 -3.492 -0.934 -0.796
H 1.220 -3.935 -2.581 0.403
H 2.860 -4.287 -2.969 0.404
H 4.234 -4.216 -1.448 0.398
H 4.147 -2.968 -0.167 0.421
C 0.016 0.925 -4.724 0.771
O -0.256 0.726 -3.577 -0.714
N 0.282 -0.017 -5.551 -0.797
N -0.121 2.191 -5.154 -0.818
H 0.121 0.053 -6.545 0.410
H 0.302 -0.950 -5.164 0.404
H -0.448 2.829 -4.443 0.420
H -0.030 2.428 -6.132 0.402
```

As for the spin multiplicity: 2. As for the total energy: -49493.66776 eV. Its net charge is +2. The value obtained for the HOMO-LUMO gap (alpha / beta) is 0.3472 / 0.1834 Ha.

(2)
The following is a quantum chemistry calculation of C24H26N4O2 in the gas phase, from OMol25.

XYZ file:
```
56
Properties=species:S:1:pos:R:3:nbo_charge:R:1
C 4.635 -1.486 -1.462 -0.402
N 3.848 -0.506 -0.748 -0.480
C 4.630 0.524 -0.080 -0.223
C 4.157 0.677 1.379 -0.224
N 2.715 0.734 1.455 -0.637
C 2.049 1.912 1.265 0.648
O 2.588 2.998 1.324 -0.601
C 0.615 1.735 0.947 0.023
C -0.056 2.399 -0.049 -0.213
C -1.332 1.813 -0.133 -0.153
C -2.412 2.132 -1.030 0.646
O -2.371 2.982 -1.902 -0.625
N -3.560 1.369 -0.824 -0.405
C -4.685 1.683 -1.682 -0.430
C -3.663 0.349 0.100 0.184
C -4.847 -0.394 0.189 -0.252
C -4.970 -1.445 1.071 -0.194
C -3.907 -1.799 1.887 -0.230
C -2.735 -1.078 1.828 -0.204
C -2.586 0.010 0.962 -0.040
C -1.404 0.808 0.832 0.165
N -0.209 0.770 1.486 -0.315
C 0.106 0.036 2.683 -0.415
C 2.738 -0.005 -1.542 -0.268
C 1.454 -0.765 -1.305 0.066
C 0.310 -0.401 -2.007 -0.227
C -0.885 -1.063 -1.799 -0.203
C -0.959 -2.098 -0.881 -0.225
C 0.174 -2.465 -0.177 -0.209
C 1.373 -1.805 -0.389 -0.289
H 5.191 -1.057 -2.311 0.169
H 3.970 -2.260 -1.844 0.204
H 5.345 -1.949 -0.778 0.200
H 5.687 0.248 -0.076 0.201
H 4.538 1.494 -0.585 0.191
H 4.490 -0.178 1.973 0.193
H 4.554 1.599 1.806 0.230
H 2.261 -0.104 1.117 0.411
H 0.321 3.199 -0.654 0.249
H -4.946 0.832 -2.314 0.197
H -4.370 2.512 -2.316 0.263
H -5.550 1.989 -1.094 0.200
H -5.686 -0.155 -0.441 0.220
H -5.896 -1.999 1.113 0.216
H -3.994 -2.635 2.564 0.214
H -1.917 -1.380 2.456 0.212
H 1.010 0.450 3.126 0.237
H -0.706 0.134 3.406 0.214
H 0.273 -1.022 2.465 0.206
H 2.551 1.046 -1.296 0.218
H 2.974 -0.039 -2.618 0.195
H 0.358 0.412 -2.717 0.217
H -1.764 -0.768 -2.353 0.216
H -1.893 -2.612 -0.716 0.220
H 0.126 -3.276 0.537 0.210
H 2.262 -2.108 0.147 0.225
```

As for the total energy: -35366.97780 eV. Its SMILES is CN(CCNC(=O)c1cc2c(=O)n(C)c3ccccc3c2n1C)Cc1ccccc1. The value obtained for the HOMO-LUMO gap is 0.3086 Ha.

(3)
The following is a quantum chemistry calculation of 7 unconnected molecules or ions with the total composition C12H38N2O7, from OMol25.

XYZ file:
```
59
Properties=species:S:1:pos:R:3:nbo_charge:R:1
N -1.535 3.061 -1.649 -0.817
C -1.643 1.955 -2.320 0.754
N -1.232 0.803 -1.790 -0.852
O -2.343 2.006 -3.497 -0.771
H -1.686 3.932 -2.122 0.400
H -0.931 3.185 -0.877 0.403
H -1.246 -0.040 -2.331 0.432
H -0.842 0.658 -0.859 0.410
C 2.603 0.239 3.897 -0.631
C 2.009 -1.181 3.524 -0.066
O 0.732 -0.901 3.144 -0.732
H 3.654 0.147 3.916 0.212
H 2.226 0.595 4.834 0.203
H 2.322 0.918 3.047 0.203
H 2.018 -2.016 4.279 0.177
H 2.478 -1.517 2.571 0.174
H 0.352 -0.654 4.012 0.474
C -1.949 -2.352 2.200 -0.643
C -2.709 -1.336 2.985 -0.055
O -2.981 -1.685 4.333 -0.752
H -0.892 -2.541 2.483 0.223
H -1.923 -1.911 1.229 0.218
H -2.408 -3.280 1.957 0.217
H -3.662 -1.204 2.484 0.166
H -2.183 -0.394 3.076 0.150
H -3.784 -1.317 4.702 0.474
C 0.414 -0.234 -5.259 -0.637
C 0.327 -1.205 -4.106 -0.073
O -1.041 -1.206 -3.681 -0.747
H -0.547 -0.269 -5.801 0.213
H 1.354 -0.456 -5.815 0.208
H 0.373 0.746 -4.849 0.224
H 1.017 -0.920 -3.345 0.187
H 0.581 -2.247 -4.505 0.165
H -1.537 -1.564 -4.424 0.485
C 0.031 5.239 0.106 -0.648
C 0.349 4.189 1.256 -0.061
O 0.130 2.911 0.724 -0.744
H -1.061 5.246 -0.049 0.213
H 0.656 5.115 -0.802 0.221
H 0.354 6.228 0.475 0.218
H -0.279 4.466 2.122 0.171
H 1.440 4.304 1.483 0.158
H 0.057 2.247 1.428 0.484
C 1.086 -3.749 -0.130 -0.617
C 0.296 -2.874 -1.145 -0.055
O -0.187 -3.649 -2.246 -0.742
H 1.464 -3.125 0.640 0.201
H 1.938 -4.270 -0.562 0.203
H 0.315 -4.549 0.198 0.207
H 0.983 -2.156 -1.431 0.144
H -0.453 -2.418 -0.532 0.167
H -0.668 -3.062 -2.845 0.482
C 1.576 0.490 -0.265 -0.268
O 0.502 -0.256 0.338 -0.769
H 2.284 -0.122 -0.725 0.166
H 2.105 1.204 0.343 0.176
H 1.127 1.067 -1.117 0.192
H 0.569 -0.291 1.291 0.501
```

As for the total energy: -30370.05174 eV. Its SMILES is NC(N)=O.CCO.CCO.CCO.CCO.CCO.CO. The value obtained for the HOMO-LUMO gap is 0.3129 Ha.

Look up the total energy of the first one.
-49493.66776 eV

Number 1 is which compound?
C7H28AlN14O7

Which value of total energy does entry 3 give?
-30370.05174 eV